(1)
A structure of composition C4H8GaMgO3, computed with ωB97M-V/def2-TZVPD.

Net charge: +2
Multiplicity: 2
Lowest unoccupied orbital energy (spin up / spin down): -10.51 / -10.51 eV
Kohn-Sham gap (spin up / spin down): 6.95 / 8.94 eV

Cartesian coordinates (Å):
H: -1.24926 1.80313 1.02910
C: -1.51450 -0.32468 1.07032
H: 1.86277 2.14276 2.54822
H: -2.59667 -0.21823 0.88630
H: -1.48251 1.13979 2.68063
O: -0.80354 -0.55396 -0.11075
C: -1.00987 0.96116 1.70193
H: 1.46608 -0.32943 -2.74562
Mg: 1.11723 0.11868 -0.14451
H: 0.46864 2.95463 1.82243
C: 1.16185 2.10170 1.69379
H: 2.48328 2.92835 0.16969
Ga: -0.49106 -1.53201 -1.38771
H: -1.38427 -1.17509 1.76175
C: 1.83121 2.06581 0.36125
O: 0.40212 0.86891 1.83392
O: 1.02910 -0.69983 -1.94600


(2)
An isolated molecule of C4H8I2, computed with ωB97M-V/def2-TZVPD.

SMILES: CC(C)(I)CI
Net charge: 0
Lowest unoccupied orbital energy: -0.21 eV
Energy above the lowest of the compared OMol25 structures with the same formula, charge and spin: 29.4 kcal per mole
Kohn-Sham gap: 9.08 eV

Cartesian coordinates (Å):
C: 0.65777 -1.35826 0.01542
C: -0.32391 0.82960 1.23013
H: -0.81023 1.52066 -1.23483
H: 0.48480 -1.80426 -0.96307
H: 0.63273 1.32529 1.53102
H: -0.13889 0.14631 -2.14970
I: 2.70999 -0.87803 0.14162
H: 0.90908 1.08560 -1.21119
I: -2.35623 -1.09709 0.16244
H: -1.07924 1.60208 0.97910
H: 0.37662 -2.33685 0.84157
C: -0.06816 0.71076 -1.29159
C: -0.23301 -0.01065 -0.03711
H: -0.76133 0.26483 1.98619


(3)
An isolated molecule of C4H8I2, computed with ωB97M-V/def2-TZVPD.

SMILES: CC[C@H](I)CI
Net charge: 0
Lowest unoccupied orbital energy: 0.14 eV
Energy above the lowest of the compared OMol25 structures with the same formula, charge and spin: 0.0 kcal per mole
Kohn-Sham gap: 9.74 eV

Cartesian coordinates (Å):
C: -0.95118 -0.24591 -0.24085
C: 0.13970 -0.77349 0.66637
H: -1.55359 1.47325 -1.36324
I: -1.52675 2.42280 1.14516
H: 1.79374 -0.79168 -0.80116
H: 0.12432 1.56401 -0.84837
C: -0.88742 1.23028 -0.55485
C: 1.58628 -0.43000 0.20603
H: 0.06085 -1.86195 0.68938
I: -1.01881 -1.40533 -2.03732
H: 1.79460 0.66539 0.27014
H: 2.28952 -0.92315 0.88838
H: -1.89192 -0.43862 0.28648
H: 0.04067 -0.48559 1.69385


(4)
The ion C4H8N with charge +1, computed with ωB97M-V/def2-TZVPD.

SMILES: CC1([NH3+])C=C1
Net charge: +1
Lowest unoccupied orbital energy: -3.73 eV
Energy above the lowest of the compared OMol25 structures with the same formula, charge and spin: 63.4 kcal per mole
Kohn-Sham gap: 10.59 eV

Cartesian coordinates (Å):
C: 1.15416 -0.40659 -1.19105
H: 1.36244 1.46110 0.64505
H: -0.04139 1.77000 0.88054
H: 0.07171 1.28018 -2.38093
C: -0.96672 -0.98342 0.17415
H: 1.88120 -1.10720 -1.42861
H: -1.92859 -0.57255 0.29327
C: 0.44240 0.45125 -1.85717
N: 0.50220 0.91494 0.81459
H: 0.81531 0.41291 1.64275
H: -0.90980 -1.84885 -0.32965
C: 0.08602 -0.04666 -0.23291
H: -0.81583 -1.45472 1.27213


(5)
The ion C4H8N with charge +1, computed with ωB97M-V/def2-TZVPD.

Net charge: +1
Lowest unoccupied orbital energy: -8.35 eV
Energy above the lowest of the compared OMol25 structures with the same formula, charge and spin: 82.4 kcal per mole
Kohn-Sham gap: 6.82 eV

Cartesian coordinates (Å):
H: 2.27177 -1.06134 -0.45693
H: -2.11519 -1.20632 -0.36084
C: -0.42849 -0.03492 -0.28196
C: -1.21592 1.02284 0.48449
C: -1.03821 -1.24880 -0.47457
H: -0.54172 1.75572 0.93187
C: 1.96338 -0.06672 -0.07539
N: 0.75530 0.38069 -0.64440
H: -0.69200 -2.15252 -0.96089
H: -1.92920 1.57795 -0.12343
H: -1.71728 0.56977 1.34188
H: 2.75071 0.61278 -0.39488
H: 1.93686 -0.14912 1.01505


(6)
A cluster of 2 separate species, C4H8N2 in total, computed with ωB97M-V/def2-TZVPD.

SMILES: C/C=N/CC#N.[H][H]
Net charge: 0
Lowest unoccupied orbital energy: 0.99 eV
Energy above the lowest of the compared OMol25 structures with the same formula, charge and spin: 67.9 kcal per mole
Kohn-Sham gap: 11.14 eV

Cartesian coordinates (Å):
C: 0.47092 0.38195 0.12172
H: -2.36928 0.50540 -0.69114
H: 0.28411 0.80436 1.11580
H: 1.42606 -1.90657 -0.51287
H: 0.70664 -1.76309 -0.64058
C: -1.75742 -0.22663 -0.16261
H: 2.63371 0.79874 0.34571
N: -0.40345 -0.13003 -0.63159
C: 1.80946 0.69046 -0.37541
H: 1.22170 1.67039 -0.53513
C: -1.94865 -0.01931 1.28244
H: 2.12659 0.24899 -1.32899
N: -2.04824 0.15959 2.42172
H: -2.15217 -1.21427 -0.40906


(7)
An isolated molecule of C4H8N2, computed with ωB97M-V/def2-TZVPD.

Net charge: 0
Lowest unoccupied orbital energy (spin up / spin down): 0.32 / 0.31 eV
Energy above the lowest of the compared OMol25 structures with the same formula, charge and spin: 92.3 kcal per mole
Kohn-Sham gap (spin up / spin down): 7.72 / 7.72 eV

Cartesian coordinates (Å):
C: 0.91075 -1.10967 -0.17378
C: -0.00511 0.33991 1.63929
H: -0.81427 -0.35052 1.91594
C: -0.90976 0.34507 -1.84943
N: -0.96578 -0.47589 -2.72422
H: 0.86138 0.14651 2.27756
H: 0.19828 -1.66906 -0.79534
H: 1.17302 -1.68772 0.71439
N: 0.33626 0.16607 0.23674
C: -0.17217 0.95818 -0.70838
H: -0.41991 1.98095 -0.44011
H: -0.35251 1.36209 1.80552
H: -1.80128 0.80850 -1.19919
H: 1.81081 -0.93979 -0.76957


(8)
A cluster of 2 separate species, C4H8N2 in total, computed with ωB97M-V/def2-TZVPD.

Net charge: 0
Lowest unoccupied orbital energy: 0.69 eV
Energy above the lowest of the compared OMol25 structures with the same formula, charge and spin: 57.0 kcal per mole
Kohn-Sham gap: 10.63 eV

Cartesian coordinates (Å):
H: -2.04318 -0.81679 -1.39303
C: -2.39702 0.03253 1.16498
H: 0.05961 -1.34446 -0.54920
H: 2.16122 -0.91350 0.74653
H: 0.54509 1.53381 -0.21122
H: 2.49965 0.01538 -0.73301
C: 2.07100 0.07257 0.27398
H: -1.77430 0.92922 -0.90290
N: -0.19741 -0.36514 -0.58920
N: -2.88369 -0.92027 0.65339
H: 0.16556 0.58174 1.23085
C: 0.61849 0.53203 0.22932
C: -1.49676 -0.11246 -0.78202
H: 2.67174 0.77534 0.86153


Number 1: E_tot -68221.703 eV. Number 2: E_tot -20477.852 eV. Number 3: E_tot -20479.128 eV. Number 4: E_tot -5757.113 eV. Number 5: E_tot -5756.293 eV. Number 6: E_tot -7254.932 eV. Number 7: E_tot -7253.875 eV. Number 8: E_tot -7255.404 eV.